{"formula": "C43H67BCaF2N6O8P2Si", "method": "wB97M-V/def2-TZVPD", "symbols": ["Ca", "C", "C", "C", "C", "N", "N", "B", "N", "N", "C", "C", "C", "C", "C", "C", "C", "C", "N", "N", "C", "C", "C", "C", "C", "C", "C", "C", "C", "C", "C", "C", "H", "H", "H", "H", "H", "H", "H", "H", "H", "H", "H", "H", "H", "H", "H", "H", "H", "H", "H", "H", "H", "H", "H", "H", "H", "H", "H", "H", "H", "H", "H", "H", "H", "H", "H", "H", "H", "H", "H", "H", "C", "C", "O", "P", "O", "O", "O", "P", "O", "O", "O", "H", "H", "H", "H", "H", "H", "H", "F", "C", "F", "H", "C", "C", "C", "C", "Si", "O", "C", "C", "C", "C", "C", "C", "C", "C", "C", "C", "C", "C", "H", "H", "H", "H", "H", "H", "H", "H", "H", "H", "H", "H", "H", "H", "H", "H", "H", "H", "H"], "xyz": [[-1.387, -0.119, 0.123], [4.619, 1.559, 2.169], [4.070, 0.543, 1.226], [4.804, -0.492, 0.694], [3.899, -1.191, -0.119], [2.717, -0.610, -0.097], [2.804, 0.465, 0.733], [1.392, 1.082, 1.018], [0.789, 0.664, 2.415], [-0.322, -0.126, 2.326], [-0.686, -0.456, 3.551], [0.178, 0.141, 4.479], [1.081, 0.849, 3.721], [2.184, 1.691, 4.259], [-1.886, -1.324, 3.848], [-2.887, -0.512, 4.680], [-1.417, -2.552, 4.637], [-2.567, -1.794, 2.566], [1.098, 2.583, 0.629], [-0.075, 2.668, -0.068], [-0.285, 3.939, -0.347], [0.754, 4.723, 0.176], [1.609, 3.827, 0.777], [2.914, 4.207, 1.390], [-1.490, 4.417, -1.120], [-1.095, 5.594, -2.021], [-2.053, 3.295, -1.989], [-2.544, 4.915, -0.123], [4.101, -2.508, -0.824], [3.211, -2.598, -2.051], [5.566, -2.671, -1.237], [3.718, -3.626, 0.155], [5.378, 2.172, 1.675], [5.097, 1.063, 3.017], [3.863, 2.221, 2.560], [5.841, -0.702, 0.894], [0.690, 0.553, 0.222], [0.142, 0.099, 5.555], [1.977, 1.901, 5.310], [2.253, 2.646, 3.743], [3.150, 1.191, 4.201], [-2.444, -0.197, 5.627], [-3.769, -1.119, 4.899], [-3.202, 0.373, 4.129], [-0.891, -2.260, 5.548], [-0.746, -3.160, 4.029], [-2.276, -3.166, 4.919], [-3.038, -0.962, 2.047], [-3.363, -2.502, 2.820], [-1.854, -2.316, 1.927], [0.896, 5.788, 0.110], [3.021, 5.289, 1.296], [3.756, 3.743, 0.876], [2.985, 3.970, 2.450], [-0.284, 5.326, -2.698], [-0.771, 6.453, -1.431], [-1.954, 5.904, -2.621], [-1.313, 2.961, -2.715], [-2.934, 3.651, -2.528], [-2.341, 2.433, -1.389], [-2.154, 5.763, 0.444], [-2.812, 4.136, 0.586], [-3.445, 5.239, -0.651], [3.573, -1.939, -2.839], [2.189, -2.312, -1.812], [3.205, -3.619, -2.437], [5.883, -1.844, -1.874], [5.693, -3.601, -1.795], [6.227, -2.707, -0.369], [2.668, -3.540, 0.437], [4.324, -3.571, 1.062], [3.869, -4.604, -0.308], [-2.534, -4.724, -2.268], [-2.372, -3.601, -1.264], [-3.250, -3.886, -0.157], [-2.854, -1.988, -1.970], [-4.309, -2.324, -2.635], [-1.902, -1.561, -3.040], [-3.143, -1.021, -0.842], [-0.499, -3.442, -0.750], [-1.160, -5.400, 0.729], [-0.394, -1.938, -0.420], [-0.681, -4.045, 0.846], [-3.581, -4.845, -2.550], [-2.158, -5.659, -1.846], [-1.951, -4.506, -3.162], [-3.369, -3.058, 0.331], [-4.911, -1.624, -2.372], [-0.541, -0.531, -3.054], [-2.111, -5.203, 0.617], [-2.493, 2.203, 2.338], [-3.054, 1.525, 1.206], [-4.227, 0.920, 1.802], [-3.542, 2.368, 0.684], [1.642, 2.750, -2.990], [2.284, 1.787, -3.994], [3.454, 1.083, -3.300], [2.803, 2.610, -5.174], [0.942, 0.530, -4.461], [0.125, 0.202, -3.084], [1.674, -1.005, -5.291], [1.088, -2.255, -5.080], [1.577, -3.393, -5.704], [2.666, -3.311, -6.557], [3.265, -2.082, -6.784], [2.769, -0.947, -6.157], [-0.282, 1.263, -5.705], [-1.610, 1.450, -5.321], [-2.552, 1.955, -6.210], [-2.182, 2.278, -7.505], [-0.870, 2.086, -7.913], [0.064, 1.580, -7.022], [2.397, 3.446, -2.607], [1.201, 2.224, -2.144], [0.855, 3.341, -3.464], [4.196, 1.830, -2.993], [3.952, 0.364, -3.951], [3.125, 0.554, -2.405], [3.512, 3.359, -4.801], [2.000, 3.141, -5.685], [3.332, 2.008, -5.915], [0.247, -2.349, -4.411], [1.114, -4.351, -5.502], [3.056, -4.204, -7.034], [4.124, -2.006, -7.441], [3.265, -0.002, -6.341], [-1.911, 1.181, -4.319], [-3.578, 2.085, -5.888], [-2.917, 2.668, -8.201], [-0.576, 2.323, -8.930], [1.078, 1.416, -7.365]], "forces_ev_per_a": [[0.3, 1.4, 0.4], [0.1, 0.1, 0.0], [0.1, 0.1, 0.1], [-0.1, 0.0, 0.0], [0.0, 0.0, 0.0], [0.0, -0.1, -0.1], [0.0, 0.1, 0.1], [-0.1, 0.1, 0.1], [-0.2, 0.0, 0.0], [0.3, -0.1, 0.2], [-0.2, 0.0, -0.1], [0.0, 0.0, 0.0], [0.1, 0.0, 0.0], [0.0, 0.0, 0.1], [0.0, 0.0, 0.0], [0.0, 0.0, 0.0], [0.0, 0.0, 0.0], [0.0, -0.1, 0.1], [0.0, 0.0, 0.0], [-0.1, -0.1, 0.0], [-0.1, 0.1, 0.0], [0.0, -0.1, 0.0], [0.1, 0.1, 0.0], [0.0, 0.1, 0.0], [0.0, 0.1, 0.0], [0.0, 0.0, 0.0], [-0.1, -0.1, 0.1], [0.0, 0.0, 0.0], [0.1, 0.0, 0.1], [-0.1, 0.0, -0.2], [0.0, 0.0, 0.0], [0.0, 0.0, 0.0], [0.0, 0.0, 0.0], [0.0, 0.0, 0.0], [0.1, 0.0, -0.1], [0.1, 0.0, 0.0], [0.5, -0.2, 0.1], [0.0, 0.0, 0.0], [0.0, 0.0, 0.0], [0.0, 0.0, 0.0], [0.0, 0.0, 0.0], [0.0, 0.0, 0.0], [0.0, 0.0, 0.0], [0.0, 0.0, 0.0], [0.0, 0.0, 0.0], [0.0, 0.0, 0.0], [0.0, 0.0, 0.0], [0.0, 0.1, -0.1], [0.0, 0.0, 0.0], [0.0, 0.0, -0.1], [0.0, 0.1, 0.0], [0.0, 0.0, 0.0], [0.0, 0.0, 0.0], [0.0, 0.0, 0.0], [0.0, -0.1, -0.1], [0.0, 0.0, 0.0], [0.0, 0.0, 0.0], [0.0, 0.0, 0.0], [0.0, 0.0, 0.0], [-0.1, 0.0, 0.0], [0.0, 0.1, 0.0], [0.0, 0.0, 0.0], [0.0, 0.0, 0.0], [0.0, 0.1, -0.1], [-0.1, 0.0, 0.0], [0.0, -0.1, -0.1], [0.0, 0.0, 0.0], [0.0, 0.0, 0.0], [0.0, 0.0, 0.0], [0.0, 0.0, 0.0], [0.0, 0.0, 0.0], [0.0, -0.1, 0.0], [0.0, 0.0, 0.0], [0.1, 0.1, -0.1], [-0.1, 0.0, 0.1], [-0.2, -0.1, -0.3], [0.1, 0.0, -0.1], [0.2, -0.1, -0.2], [-0.5, -0.4, -0.3], [0.0, 0.3, -0.2], [-0.1, 0.0, 0.0], [0.4, -1.0, -0.1], [0.0, 0.0, 0.0], [0.0, 0.0, 0.0], [0.0, 0.0, 0.0], [0.0, 0.0, 0.0], [0.1, 0.0, 0.0], [-0.1, 0.1, 0.1], [-0.1, 0.0, 0.0], [0.1, 0.0, 0.0], [0.1, 0.1, 0.1], [-0.3, 0.2, 0.2], [-0.1, -0.1, 0.0], [0.0, -0.1, -0.2], [0.0, 0.0, 0.0], [0.0, 0.0, 0.0], [-0.1, 0.0, 0.0], [0.0, 0.0, 0.0], [-0.1, 0.0, 0.2], [0.2, -0.2, -0.2], [0.0, 0.1, 0.0], [0.1, 0.0, -0.1], [0.0, -0.1, 0.1], [0.0, -0.1, 0.0], [0.0, 0.0, 0.0], [0.0, 0.1, 0.0], [0.1, 0.0, 0.0], [0.0, 0.0, 0.0], [0.0, 0.0, 0.0], [-0.1, 0.0, 0.0], [0.0, 0.0, 0.0], [0.0, 0.0, 0.0], [0.0, 0.0, 0.0], [0.0, 0.0, 0.0], [-0.1, 0.1, 0.0], [0.0, 0.0, 0.0], [0.0, -0.1, -0.1], [0.0, 0.0, 0.0], [0.0, 0.0, 0.0], [-0.1, 0.0, 0.0], [0.0, 0.0, 0.0], [-0.2, 0.0, 0.2], [0.0, 0.0, 0.0], [0.0, 0.0, 0.0], [0.0, 0.0, 0.0], [0.0, 0.0, 0.0], [0.0, 0.0, 0.1], [0.0, 0.0, 0.0], [0.0, 0.0, 0.0], [0.0, 0.0, 0.0], [0.1, 0.0, 0.0]], "lumo_ev": 4.054, "homo_energy_ha": -0.078, "spin_multiplicity": 1, "relative_energy_kj_mol": 545.99, "charge": -2, "max_force_ev_per_a": 1.47, "homo_lumo_gap_ev": 6.179}


{"formula": "CH4N4O", "method": "wB97M-V/def2-TZVPD", "symbols": ["C", "N", "N", "N", "N", "O", "H", "H", "H", "H"], "xyz": [[-2.195, -0.005, -0.005], [2.037, -0.368, 0.679], [2.194, 0.495, -0.323], [0.724, -0.444, 0.304], [0.850, 0.417, -0.703], [-2.251, -0.109, 1.193], [-2.415, 0.960, -0.488], [-1.923, -0.796, -0.686], [-0.049, -0.802, 0.752], [3.026, 0.652, -0.722]], "forces_ev_per_a": [[-0.5, 1.3, 0.4], [-1.1, -1.2, 0.9], [-6.1, -1.4, 2.3], [5.0, 1.3, -0.7], [1.0, 0.9, -1.3], [0.2, -0.4, -0.2], [-0.1, 0.0, -0.1], [0.2, -0.8, -0.3], [-1.9, -0.7, 1.3], [3.2, 1.0, -2.3]], "lumo_ev": 0.522, "homo_energy_ha": -0.335, "spin_multiplicity": 1, "relative_energy_kj_mol": 380.22, "charge": 0, "max_force_ev_per_a": 6.68, "homo_lumo_gap_ev": 9.650}


{"formula": "C4H7NO", "method": "wB97M-V/def2-TZVPD", "symbols": ["C", "C", "C", "N", "C", "O", "H", "H", "H", "H", "H", "H", "H"], "xyz": [[-0.188, 0.041, 1.771], [-0.465, 0.732, 0.457], [0.675, 1.063, -0.499], [-0.232, -0.027, -0.748], [-0.135, -1.127, -1.380], [0.855, -1.260, -2.255], [-1.005, -0.626, 2.073], [-0.057, 0.792, 2.558], [0.741, -0.531, 1.692], [-1.408, 1.284, 0.416], [0.404, 1.900, -1.157], [1.481, -0.533, -2.018], [-0.799, -1.976, -1.254]], "forces_ev_per_a": [[0.0, 0.0, 0.0], [-0.2, -0.1, 0.2], [-0.1, 0.2, 0.0], [0.1, -0.4, -0.2], [-0.1, 0.2, 0.1], [0.0, 0.1, 0.1], [0.1, 0.1, -0.1], [0.0, -0.1, -0.1], [-0.1, 0.1, 0.0], [0.2, 0.0, 0.0], [0.1, -0.1, 0.1], [-0.1, -0.1, -0.2], [0.1, 0.1, 0.0]], "lumo_ev": 0.950, "homo_energy_ha": -0.275, "spin_multiplicity": 1, "relative_energy_kj_mol": 422.23, "charge": 0, "max_force_ev_per_a": 0.46, "homo_lumo_gap_ev": 8.437}


{"formula": "C5H7NO", "method": "wB97M-V/def2-TZVPD", "symbols": ["C", "N", "C", "C", "C", "C", "O", "H", "H", "H", "H", "H", "H", "H"], "xyz": [[-1.648, -0.840, -0.270], [-1.769, 0.598, 0.023], [-0.467, 0.007, -0.062], [0.687, 0.183, 0.923], [1.715, -0.257, -0.130], [0.685, 0.644, -0.816], [0.818, 1.551, 0.374], [-1.909, -1.560, 0.504], [-1.968, -1.110, -1.274], [-2.024, 0.784, 0.989], [0.702, 0.021, 2.004], [1.826, -1.304, -0.418], [2.666, 0.266, -0.006], [0.686, 1.017, -1.842]], "forces_ev_per_a": [[0.0, -0.4, -0.1], [-0.1, 0.1, 0.2], [0.0, -0.1, 0.0], [0.0, -0.1, 0.5], [0.1, -0.2, 0.0], [0.0, 0.2, -0.4], [0.1, 0.2, -0.2], [0.1, 0.1, -0.1], [0.1, 0.0, 0.2], [0.0, -0.1, -0.1], [0.0, 0.3, -0.1], [-0.2, 0.0, 0.0], [-0.1, -0.3, 0.0], [0.1, 0.3, 0.3]], "lumo_ev": 1.018, "homo_energy_ha": -0.349, "spin_multiplicity": 1, "relative_energy_kj_mol": 439.69, "charge": 0, "max_force_ev_per_a": 0.49, "homo_lumo_gap_ev": 10.516}